(1)
Formula: C16H18N6O2
Source: the OMol25 dataset
Level of theory: ωB97M-V/def2-TZVPD

```
42
Properties=species:S:1:pos:R:3:forces:R:3:lowdin_charge:R:1
N -3.7501 -2.2872 0.7294 -0.948 -0.287 1.536 0.09
C -2.4400 -2.6686 0.2035 -10.097 0.825 4.886 -0.44
N -1.9681 -3.7859 0.0405 -3.356 -10.274 2.773 0.10
O -0.8322 -3.7845 -0.5027 0.147 -2.954 -0.673 0.01
N -0.5344 -2.6457 -0.8295 0.277 8.814 0.488 0.14
C -1.6266 -1.8335 -0.2216 9.212 3.848 -5.101 -0.12
C -1.7825 -0.4490 -0.0817 3.035 6.737 -4.488 -0.08
N -2.8101 0.2974 0.0431 -2.234 -2.437 2.141 0.15
C -2.5849 1.6385 -0.0195 2.727 -0.150 0.398 -0.25
C -3.2945 2.6624 0.3769 -5.862 5.805 1.755 0.01
C -2.8573 4.1626 0.2180 7.037 -11.360 -3.795 -0.03
C -1.6036 4.2402 -0.3864 0.368 -2.328 1.792 0.01
C -0.6667 2.8924 -0.7152 4.600 17.365 -2.657 0.00
C -1.1963 1.8935 -0.3814 -5.004 -14.858 0.650 -0.24
N -0.7281 0.5351 -0.7713 -4.702 -0.234 3.887 0.04
C 0.5560 0.1705 -0.8644 4.287 -0.796 -3.465 -0.21
H 1.0870 0.8357 -1.5556 -0.414 0.382 -0.761 0.13
H 0.5712 -0.7977 -1.4548 0.410 0.819 0.922 0.14
C 1.5523 0.1402 0.2412 -9.500 0.474 8.302 -0.28
O 0.9126 0.3098 1.5031 3.826 -0.380 -5.706 -0.11
N 2.6701 -0.3925 0.0713 -2.919 -0.952 15.968 -0.08
C 3.3079 -0.5305 -0.9175 9.623 -1.669 -15.163 -0.30
H 2.7480 -0.4565 -1.8701 0.227 -0.005 0.402 0.15
C 4.5025 0.4368 -1.0484 -4.411 -3.402 -12.018 -0.27
C 5.4982 0.4674 -0.2606 2.925 -8.931 13.327 -0.26
C 4.7883 0.5172 1.2594 -1.465 0.232 -0.678 -0.07
C 3.5707 -0.6996 1.3338 -3.217 13.897 -0.229 0.06
H 2.9726 -0.1805 2.1812 0.638 -1.859 -1.225 0.13
H 3.8794 -1.5706 1.4844 2.347 -7.581 0.571 0.03
H 5.3841 0.3311 2.2107 -0.286 0.535 -1.518 0.10
H 4.3014 1.6151 1.2443 0.573 -2.599 0.713 0.14
H 6.2537 1.0259 -0.2227 5.701 5.123 -0.642 0.03
H 6.0092 -0.6452 0.0165 -0.988 2.266 -1.605 0.19
H 5.0888 0.0589 -2.1675 -2.100 1.151 2.292 0.21
H 4.1136 1.3270 -1.2803 -1.491 3.929 -0.864 0.09
H 3.8873 -1.4359 -0.9976 -0.317 -1.405 0.086 0.14
H 0.3430 3.2306 -1.1405 -1.631 -1.269 0.771 0.14
H -1.1232 5.1683 -0.1422 0.678 0.562 -1.117 0.07
H -3.4093 4.8792 0.4502 -4.637 6.082 2.293 0.00
H -4.4498 2.6943 0.8562 3.286 -1.025 -1.467 0.16
H -4.2970 -3.0308 1.2851 1.638 1.616 -1.373 0.11
H -4.0541 -1.2173 1.0217 2.019 -3.708 -1.408 0.16
```
Positions in Å, forces in eV/Å.

The frontier orbital gap is 7.8961 eV. The max |F| is 18.16 eV/A. Its SMILES is Nc1nonc1-c1nc2ccccc2n1CC(=O)N1CCCCC1. The energy relative to the best compared isomer or geometry (same formula, charge and spin) is 1893.0 kJ/mol.

***

(2)
Formula: C16H18N6O2S
Source: the OMol25 dataset
Level of theory: ωB97M-V/def2-TZVPD

```
43
Properties=species:S:1:pos:R:3:forces:R:3:lowdin_charge:R:1
O 1.4811 -3.0743 1.4429 -0.188 0.390 -0.850 0.05
O 2.7817 -0.3223 -1.8853 -0.590 -0.552 0.171 0.07
N -2.6527 1.5942 0.4145 -0.461 -0.538 -0.338 0.11
N 0.2466 1.9212 2.7611 0.605 0.001 -1.042 0.08
N 0.6759 2.8090 0.5677 0.928 -0.759 0.591 0.16
S -1.9489 0.6271 3.5062 -0.094 -0.658 0.663 0.93
C 1.1775 -2.3491 0.4892 -0.163 -1.544 2.664 -0.38
C 1.8847 -0.8829 -1.2592 0.948 1.844 -1.433 -0.41
C -2.4341 1.9284 -0.8351 1.215 -0.340 1.071 -0.09
C -0.4629 -1.1682 -0.8178 -0.042 -0.781 1.046 0.02
C -0.2318 -2.0534 0.2073 0.476 1.436 -1.835 -0.13
C 1.0484 2.4862 1.8274 -1.208 0.472 -0.520 -0.16
C -0.9833 1.5683 2.3831 -0.086 -0.323 0.292 -0.56
C -0.5385 2.3862 0.2387 0.489 -0.189 0.093 -0.27
C -1.4621 1.7981 1.1028 -0.052 0.899 -0.747 -0.24
N 2.1838 -1.7816 -0.2636 -0.703 -0.104 -0.584 0.04
N 0.5458 -0.5341 -1.5350 -0.597 -1.189 0.929 0.01
N -1.0963 2.3646 -1.0025 -1.812 0.711 -0.992 -0.01
C 3.5913 -2.1863 -0.1094 0.707 -0.901 -0.302 0.01
C -1.3170 -1.0513 3.0337 -0.569 -0.222 -0.415 -0.42
C -1.3654 -2.6796 0.9870 -0.621 0.959 -0.594 -0.13
C 0.2330 0.3375 -2.6799 0.871 0.017 -1.255 -0.12
C -0.4499 2.7635 -2.2500 0.853 0.587 0.658 -0.13
C -2.1365 -1.6114 1.8257 0.505 -0.515 0.768 -0.23
C 0.7227 1.8084 -2.4850 -0.782 -0.550 -0.323 -0.15
H -3.1822 1.7795 -1.6541 1.050 0.434 0.781 0.15
H -1.5046 -0.9371 -1.0698 0.515 0.197 -0.151 0.14
H 2.0818 2.7236 2.1112 -0.575 -0.010 -0.033 0.11
H 4.0107 -2.5519 -1.0655 -0.527 0.359 0.246 0.10
H 3.7846 -3.0017 0.6165 -1.020 0.628 -0.281 0.10
H 4.2065 -1.3577 0.1877 0.050 0.572 0.113 0.09
H -0.2500 -1.0064 2.7713 -0.255 0.138 0.394 0.08
H -1.4710 -1.6757 3.9454 0.319 0.436 -0.729 0.08
H -2.0541 -3.1224 0.2360 0.219 0.133 0.574 0.12
H -0.9852 -3.4672 1.6070 0.228 -0.406 0.323 0.10
H -0.8471 0.2523 -2.9870 0.904 0.087 0.900 0.13
H 0.7729 -0.0665 -3.5690 -0.220 0.140 0.711 0.13
H -0.0654 3.8102 -2.1747 -0.361 -0.724 0.110 0.14
H -1.1984 2.7603 -3.0473 0.124 -0.225 0.079 0.12
H -3.0569 -2.0257 2.2470 0.021 -0.143 -0.208 0.11
H -2.4486 -0.7869 1.1982 0.041 0.158 -0.251 0.06
H 1.4401 1.8284 -1.6655 -0.235 0.156 0.064 0.10
H 1.2736 2.1468 -3.3521 0.095 -0.077 -0.359 0.11
```
Positions in Å, forces in eV/Å.

The frontier orbital gap is 8.6316 eV. The max |F| is 3.08 eV/A. Its SMILES is Cn1c(=O)c2cn(c1=O)CCCn1cnc3c(ncnc31)SCCC2. The energy relative to the best compared isomer or geometry (same formula, charge and spin) is 0.0 kJ/mol.

***

(3)
Formula: C16H18N6O4
Source: the OMol25 dataset
Level of theory: ωB97M-V/def2-TZVPD

```
44
Properties=species:S:1:pos:R:3:forces:R:3:lowdin_charge:R:1
C 0.6548 0.0028 -5.8393 -0.008 -0.011 0.002 0.02
C -0.1137 -0.8917 -4.9417 0.021 0.005 -0.035 -0.40
N -0.5775 -0.6440 -3.7608 0.005 -0.004 0.031 0.21
C -1.1889 -1.8326 -3.4349 -0.039 0.002 0.012 -0.34
C -1.8870 -2.0480 -2.1276 0.013 0.011 -0.024 -0.09
N -2.8924 -1.0271 -1.8845 -0.006 -0.003 -0.026 -0.08
C -4.0991 -1.1361 -2.6925 -0.003 0.004 0.013 -0.03
C -2.6120 0.2125 -1.3854 0.011 0.015 0.008 -0.41
O -3.3785 1.1517 -1.5292 -0.006 -0.012 -0.005 0.07
C -1.3630 0.4562 -0.6115 0.043 0.003 0.031 -0.15
C -0.9244 1.6987 -0.3253 -0.011 0.005 -0.011 0.00
O 0.2146 1.5897 0.4071 -0.004 -0.001 -0.004 0.10
C 0.4110 0.2581 0.5411 0.024 -0.041 0.011 -0.30
C 1.6015 -0.1967 1.3241 -0.001 -0.002 -0.011 -0.27
C 1.7911 -1.7039 1.2355 -0.006 0.009 -0.003 -0.03
N 1.4747 0.2660 2.6991 0.032 0.009 0.012 0.12
C 2.5575 0.7403 3.3784 -0.039 -0.033 -0.002 -0.45
O 3.6561 0.8532 2.8749 0.007 0.006 0.001 0.09
C 2.3150 1.1731 4.7968 0.022 -0.007 -0.033 -0.14
C 0.9648 1.3184 5.4241 -0.012 -0.017 0.009 -0.05
C 1.7188 2.5515 4.9986 0.012 0.028 0.033 -0.21
C 2.2862 3.4098 6.0084 -0.024 0.000 -0.020 -0.19
N 2.7258 4.0883 6.8237 0.011 -0.012 0.005 0.15
N -0.4858 -0.4609 -0.0352 -0.050 0.009 -0.020 0.20
N -1.1180 -2.7449 -4.3514 0.022 -0.014 -0.011 0.15
O -0.3869 -2.1265 -5.3674 -0.016 0.022 0.011 0.03
H 0.7876 0.9646 -5.3535 0.000 0.000 0.002 0.09
H 1.6285 -0.4320 -6.0627 0.000 -0.002 0.003 0.09
H 0.1229 0.1396 -6.7802 -0.003 -0.002 0.001 0.09
H -2.3730 -3.0225 -2.1501 0.003 -0.004 0.014 0.13
H -1.1556 -2.0463 -1.3259 0.001 0.004 0.010 0.10
H -4.8800 -0.5211 -2.2574 -0.002 -0.006 -0.001 0.09
H -3.9291 -0.7980 -3.7189 0.005 0.002 0.000 0.10
H -4.4132 -2.1786 -2.7107 0.000 -0.002 -0.001 0.09
H -1.2857 2.6830 -0.5566 0.000 -0.002 -0.001 0.14
H 2.4866 0.3054 0.9305 -0.002 0.017 0.011 0.15
H 1.9142 -2.0130 0.1986 0.004 -0.006 0.001 0.09
H 2.6803 -1.9840 1.7980 0.002 0.000 -0.004 0.09
H 0.9263 -2.2285 1.6426 -0.002 0.004 -0.002 0.08
H 0.6688 -0.0330 3.2223 -0.008 0.014 -0.007 0.14
H 3.1456 0.9288 5.4440 -0.015 0.011 0.019 0.16
H 0.0738 1.0875 4.8572 0.006 0.010 -0.012 0.10
H 0.8872 1.1226 6.4833 0.018 0.007 0.001 0.12
H 1.3700 3.0679 4.1143 -0.008 -0.017 -0.007 0.15
```
Positions in Å, forces in eV/Å.

The frontier orbital gap is 10.0281 eV. The max |F| is 0.05 eV/A. Its SMILES is Cc1nc(CN(C)C(=O)c2coc([C@H](C)NC(=O)[C@@H]3C[C@H]3C#N)n2)no1. The energy relative to the best compared isomer or geometry (same formula, charge and spin) is 20.2 kJ/mol.

***

no.,E (hartree)
1,-1098.82892
2,-1497.75540
3,-1249.97572